[1]
{
  "formula": "C5H6NO",
  "method": "ωB97M-V/def2-TZVPD",
  "relative_energy_kcal_mol": 123.0,
  "energy_ev": -8802.534,
  "multiplicity": 3,
  "homo_lumo_gap_ha": [0.2422, 0.3592],
  "charge": 1,
  "species": ["C", "C", "C", "C", "C", "N", "O", "H", "H", "H", "H", "H", "H"],
  "coordinates": [[-1.94430, 0.35116, 0.40375], [-1.81507, -0.94670, -0.26740], [1.82115, 0.95910, 0.26261], [1.55177, -0.13413, -0.67140], [0.80735, -0.09487, 0.74891], [-0.77921, 0.01614, 0.21937], [1.45459, -1.15159, 0.25993], [-2.50849, 1.20246, 0.92092], [-2.04597, -1.68954, 0.45818], [-1.76175, -1.19287, -1.35124], [2.74064, 1.07863, 0.79841], [1.35839, 1.85376, -0.17122], [1.12089, -0.25157, -1.61082]],
  "mulliken_spin": [0.215, 0.038, 0.049, 0.709, 0.651, 0.035, 0.209, 0.004, 0.016, 0.005, 0.035, 0.009, 0.025]
}


[2]
{
  "formula": "C5H6NO2",
  "method": "ωB97M-V/def2-TZVPD",
  "relative_energy_kcal_mol": 215.8,
  "energy_ev": -10849.388,
  "homo_lumo_gap_ha": [0.1950, 0.1515],
  "charge": 1,
  "species": ["C", "C", "C", "C", "C", "N", "O", "O", "H", "H", "H", "H", "H", "H"],
  "coordinates": [[0.36550, 0.14118, -0.88797], [0.02642, 0.41136, 1.22651], [0.51451, 0.60748, -2.31543], [-0.08987, -1.20997, -0.48653], [-0.47551, -0.89614, 1.01992], [-0.35214, 1.66743, 3.06774], [0.68503, -0.14490, -3.22567], [0.32884, 1.02370, 0.12065], [0.42967, 1.72296, -2.57616], [-0.95016, -1.36589, -1.21893], [0.84178, -1.79055, -0.76340], [-0.25708, -1.65863, 1.84942], [-1.56382, -0.80238, 1.25323], [0.49681, 2.29434, 2.93663]],
  "mulliken_charge": [0.500, -0.050, -0.223, -0.184, -0.362, -0.296, -0.304, -0.112, 0.386, 0.374, 0.352, 0.364, 0.307, 0.249]
}


[3]
{
  "formula": "C5H6NO2",
  "method": "ωB97M-V/def2-TZVPD",
  "relative_energy_kcal_mol": 63.2,
  "energy_ev": -10856.004,
  "homo_lumo_gap_ha": 0.2823,
  "charge": 1,
  "species": ["C", "C", "C", "C", "C", "N", "O", "O", "H", "H", "H", "H", "H", "H"],
  "coordinates": [[-0.99441, 2.31331, 0.78226], [2.21065, -0.06692, 0.02306], [-0.61731, -0.87104, -0.56722], [0.19889, -1.30705, 0.64214], [-0.51632, 0.58720, -0.87776], [-0.92867, 1.47784, -0.05214], [2.87449, 0.77080, -0.36181], [1.65907, -1.02699, 0.47188], [-1.71210, 2.96816, 1.20835], [-0.33221, -1.44716, -1.44779], [-1.64557, -1.15087, -0.30733], [-0.09189, -0.77855, 1.55315], [0.15959, -2.38491, 0.80330], [-0.26422, 0.91618, -1.87008]],
  "mulliken_charge": [-0.189, 0.823, -0.494, -0.345, -0.646, 0.054, -0.157, -0.181, 0.344, 0.295, 0.353, 0.339, 0.314, 0.490]
}


[4]
{
  "formula": "C5H6NO5",
  "method": "ωB97M-V/def2-TZVPD",
  "relative_energy_kcal_mol": 89.4,
  "energy_ev": -17007.695,
  "homo_lumo_gap_ha": 0.2830,
  "charge": -1,
  "species": ["C", "C", "C", "C", "C", "N", "O", "O", "O", "O", "O", "H", "H", "H", "H", "H", "H"],
  "coordinates": [[2.96796, -0.05487, 0.10140], [1.09794, 0.24602, 0.67104], [3.78052, 1.08018, -0.15406], [-1.17066, -0.11767, -0.24194], [0.12910, -0.78317, 0.21323], [3.29977, -1.35495, 0.13618], [3.17905, 2.29537, 0.08821], [2.47289, -2.18188, 0.58877], [4.91938, 1.07797, -0.57371], [4.40922, -1.72837, -0.27422], [0.85114, 1.27700, 1.24116], [-1.58889, 0.48732, 0.56023], [-1.90073, -0.86749, -0.53931], [-0.97544, 0.53438, -1.09202], [0.56777, -1.39197, -0.57425], [-0.05034, -1.44534, 1.06403], [2.34109, 2.16760, 0.55439]],
  "mulliken_charge": [-0.060, 0.370, 0.462, -1.256, -0.103, 0.834, -0.545, -0.707, -0.612, -0.684, -0.640, 0.301, 0.361, 0.338, 0.311, 0.249, 0.381]
}


[5]
{
  "formula": "C5H6NOPS",
  "method": "ωB97M-V/def2-TZVPD",
  "relative_energy_kcal_mol": 0.0,
  "energy_ev": -28943.154,
  "homo_lumo_gap_ha": 0.3101,
  "smiles": "Cc1nc(C)c(P=O)s1",
  "charge": 0,
  "species": ["C", "C", "N", "C", "C", "C", "P", "O", "S", "H", "H", "H", "H", "H", "H"],
  "coordinates": [[-1.82308, -2.21209, 0.04243], [-0.74891, -1.17541, 0.06601], [-0.97832, 0.08524, -0.00977], [0.20256, 0.87172, -0.03604], [0.07968, 2.33196, -0.04663], [1.32237, 0.12806, -0.05473], [3.12657, 0.61822, 0.28122], [3.95666, -0.47143, -0.21778], [0.95500, -1.61334, -0.02785], [-1.95840, -2.42627, 1.09927], [-2.77372, -1.64582, -0.24974], [-1.59428, -3.10225, -0.61908], [-0.30441, 2.98022, 0.73647], [1.04014, 2.87387, -0.18835], [-0.50183, 2.75733, -0.77543]],
  "mulliken_charge": [-0.936, 0.590, -0.501, 0.435, -1.354, 0.254, 0.234, -0.420, -0.159, 0.277, 0.273, 0.327, 0.318, 0.302, 0.361]
}


[6]
{
  "formula": "C5H6NOS2",
  "method": "ωB97M-V/def2-TZVPD",
  "relative_energy_kcal_mol": 59.4,
  "energy_ev": -30488.993,
  "homo_lumo_gap_ha": 0.2494,
  "charge": -1,
  "species": ["C", "C", "C", "C", "C", "N", "O", "S", "S", "H", "H", "H", "H", "H", "H"],
  "coordinates": [[3.04400, -1.51410, -0.01271], [3.89264, -0.45657, 0.01211], [1.19293, -0.26682, 0.48828], [-1.04429, 0.99395, -0.27377], [-0.31991, -0.02999, 0.67194], [1.67550, -1.35260, 0.15500], [2.07206, 2.01224, -0.62853], [5.39546, -0.04592, -0.16125], [2.28803, 1.16777, 0.56911], [3.27611, -2.40184, -0.56759], [-0.89350, 2.05072, 0.09505], [-2.06797, 0.64661, -0.30376], [-0.56172, 0.85702, -1.25411], [-0.71679, -1.04776, 0.71679], [-0.30831, 0.48234, 1.65255]],
  "mulliken_charge": [-0.358, 0.105, 0.436, -0.943, -0.490, -0.511, -0.592, -0.483, 0.099, 0.305, 0.271, 0.347, 0.275, 0.320, 0.220]
}


[7]
{
  "formula": "C5H6NP",
  "method": "ωB97M-V/def2-TZVPD",
  "relative_energy_kcal_mol": 14.6,
  "energy_ev": -16055.271,
  "multiplicity": 3,
  "homo_lumo_gap_ha": [0.2826, 0.3229],
  "charge": 0,
  "species": ["C", "C", "C", "C", "C", "N", "P", "H", "H", "H", "H", "H", "H"],
  "coordinates": [[-0.60646, 2.29665, 1.51160], [-1.36681, 2.32998, 0.33794], [0.37331, 1.24554, 1.68158], [-0.07790, 0.24475, -0.35108], [1.03068, -2.55155, -1.72788], [0.49793, 0.26927, 0.80123], [-1.37378, 1.27856, -0.97142], [-0.90577, 2.87340, 2.30184], [-2.23241, 3.02822, 0.32600], [1.01116, 1.01855, 2.44374], [0.72842, -3.10533, -0.84069], [2.00957, -2.44543, -1.96262], [0.27897, -2.57773, -2.56864]],
  "mulliken_spin": [-0.043, 0.030, 0.058, 0.836, 0.875, 0.059, 0.039, 0.002, 0.021, -0.003, 0.041, 0.050, 0.036]
}


[8]
{
  "formula": "C5H6O",
  "method": "ωB97M-V/def2-TZVPD",
  "relative_energy_kcal_mol": 38.7,
  "energy_ev": -7327.608,
  "homo_lumo_gap_ha": 0.3536,
  "smiles": "C1=C[C@@H]2C[C@@H]2O1",
  "charge": 0,
  "species": ["C", "C", "C", "C", "C", "O", "H", "H", "H", "H", "H", "H"],
  "coordinates": [[-1.01869, 0.92277, -0.81133], [-0.34741, -0.14775, -1.30382], [0.63307, -0.57170, -0.26534], [0.10788, -0.83573, 1.14408], [0.52611, 0.58594, 0.72056], [-0.48631, 1.46273, 0.35152], [-1.82433, 1.52124, -1.27068], [-0.53053, -0.72880, -2.20525], [1.61613, -0.86584, -0.53964], [0.82435, -1.34660, 1.79250], [-0.91027, -1.09740, 1.21535], [1.41001, 1.10114, 1.17205]],
  "mulliken_charge": [-0.344, -0.371, -0.158, -0.704, 0.014, -0.371, 0.368, 0.365, 0.351, 0.247, 0.266, 0.338]
}